# 1
The following is a quantum chemistry calculation of one molecule with the formula C3H11N3 at a distorted geometry, from the Open Molecules 2025 dataset.

* SMILES: NCCNCN
* total charge: 0
* max |F|: 4.95 eV/A
* gap between HOMO and LUMO: 10.05 eV
* LUMO energy: 0.040 Eh
* energy above the lowest of the compared OMol25 structures with the same formula, charge and spin: 40.1 kcal/mol
* DFT total energy: -285.11399 Eh

Each line ends with the natural charge from an NBO analysis.
Geometry (Å):
C 0.43449 -0.99290 0.46063  -0.23
N 0.55945 0.20728 -0.48917  -0.68
C 0.99653 1.42986 0.15524  -0.03
N 0.85342 2.52940 -0.77450  -0.83
C -0.72446 -1.87627 0.05944  -0.23
N -2.05342 -1.19051 0.14227  -0.83
H 0.11249 -0.51671 1.44369  0.17
H 1.38966 -1.33668 0.70989  0.19
H 1.07490 -0.17710 -1.29302  0.36
H 1.94980 1.23615 0.66203  0.15
H 0.26718 1.52545 1.04371  0.14
H 0.12947 2.14447 -1.32865  0.37
H 0.56018 3.30426 -0.22444  0.36
H -0.49806 -2.19115 -0.98548  0.18
H -0.69694 -2.73770 0.74749  0.19
H -2.43361 -1.18669 -0.76376  0.36
H -1.92107 -0.17117 0.43463  0.36



# 2
The following is a quantum chemistry calculation of a 2-piece molecular cluster, C3H11N3 overall at a distorted geometry, from the Open Molecules 2025 dataset.

* SMILES: C=NC.NCN
* total charge: 0
* max |F|: 2.56 eV/A
* gap between HOMO and LUMO: 9.90 eV
* LUMO energy: 0.039 Eh
* energy above the lowest of the compared OMol25 structures with the same formula, charge and spin: 44.0 kcal/mol
* DFT total energy: -285.10776 Eh

Each line ends with the natural charge from an NBO analysis.
Geometry (Å):
C -0.93741 1.86660 -0.51442  -0.48
C 0.25847 2.64019 1.33279  -0.08
N 0.20104 1.77763 0.39543  -0.41
H -1.80704 1.50680 0.03860  0.20
H -0.97939 2.87062 -0.94374  0.20
H -0.86730 1.20146 -1.37840  0.21
H 1.16301 2.44077 1.89978  0.19
H -0.57923 3.31094 1.50852  0.16
N 0.90790 -1.02998 -0.83228  -0.87
C -0.18736 -1.71136 -0.10911  -0.05
N -0.14878 -3.14432 -0.16066  -0.86
H 1.75569 -1.53612 -0.58990  0.34
H 1.03130 -0.08467 -0.48123  0.38
H -1.13956 -1.36822 -0.50513  0.16
H -0.03469 -1.45430 0.95019  0.16
H -0.08538 -3.59665 -1.04630  0.37
H 0.43322 -3.54388 0.54333  0.36



# 3
The following is a quantum chemistry calculation of a 2-piece molecular cluster, C3H11N3 overall at a distorted geometry, from the Open Molecules 2025 dataset.

* total charge: 0
* max |F|: 3.56 eV/A
* gap between HOMO and LUMO (spin up / spin down): 8.87 / 8.34 eV
* LUMO energy (spin up / spin down): 0.036 / 0.027 Eh
* energy above the lowest of the compared OMol25 structures with the same formula, charge and spin: 134.4 kcal/mol
* DFT total energy: -284.96370 Eh

Each line ends with the natural charge from an NBO analysis.
Geometry (Å):
C -1.75638 0.81461 0.26704  -0.64
C -0.66549 -1.67189 0.26545  -0.45
C -0.54541 0.54822 -0.70769  -0.28
N 2.27660 0.89258 -0.01589  -0.61
N 2.17569 -0.42800 0.19831  -0.43
N -0.17409 -0.78213 -0.66065  -0.31
H -2.68134 0.22911 0.03812  0.21
H -1.42918 0.49163 1.22848  0.21
H -2.02878 1.88662 0.23788  0.21
H 0.00399 -2.50914 0.34438  0.21
H -0.78875 -1.34075 1.33408  0.16
H -1.62871 -1.94293 0.03854  0.20
H -0.44443 1.00682 -1.64669  0.20
H 0.41622 1.16142 -0.35883  0.22
H 2.30860 1.30740 -0.96889  0.38
H 2.24660 1.39142 0.90096  0.40
H 2.71487 -1.05498 -0.49461  0.33



# 4
The following is a quantum chemistry calculation of a 2-piece molecular cluster, C3H11N3 overall at a distorted geometry, from the Open Molecules 2025 dataset.

* total charge: +1
* max |F|: 3.53 eV/A
* ⟨S²⟩: 0.75
* gap between HOMO and LUMO (spin up / spin down): 10.29 / 4.56 eV
* LUMO energy (spin up / spin down): -0.125 / -0.334 Eh
* 2S+1: 2
* energy above the lowest of the compared OMol25 structures with the same formula, charge and spin: 58.9 kcal/mol
* DFT total energy: -284.76446 Eh

Each line ends with the natural charge from an NBO analysis.
Geometry (Å):
C -1.88574 1.93930 -1.04830  -0.46
C -0.13700 2.59005 0.32631  -0.05
N -0.39479 1.91320 -0.70350  -0.44
H -1.87279 1.62105 -2.08639  0.23
H -2.31987 1.05895 -0.53214  0.18
H -2.31985 2.77638 -0.50418  0.22
H 0.81925 2.52331 0.85597  0.17
H -0.88126 3.11570 0.95725  0.16
N 0.36993 -1.59566 -0.69446  -0.33
C 1.07495 -1.63628 0.58221  -0.14
N 1.12301 -2.78516 1.39723  -0.72
H -0.64325 -1.76221 -0.57646  0.40
H 0.37975 -0.60088 -1.00451  0.42
H 0.66861 -0.76471 1.16157  0.31
H 2.10902 -1.36021 0.35854  0.24
H 1.59162 -3.56595 0.94522  0.41
H 0.23194 -3.06302 1.79575  0.39



# 5
The following is a quantum chemistry calculation of an isolated ion of composition C3H11N3 and charge +2 at a distorted geometry, from the Open Molecules 2025 dataset.

* total charge: +2
* max |F|: 6.34 eV/A
* ⟨S²⟩: 2.01
* gap between HOMO and LUMO (spin up / spin down): 10.91 / 6.93 eV
* LUMO energy (spin up / spin down): -0.280 / -0.512 Eh
* 2S+1: 3
* energy above the lowest of the compared OMol25 structures with the same formula, charge and spin: 31.4 kcal/mol
* DFT total energy: -284.27690 Eh

Each line ends with the natural charge from an NBO analysis.
Geometry (Å):
C -0.82548 0.53348 -0.85342  -0.17
C 0.99341 1.68160 0.45939  -0.50
C 0.48801 -1.81707 0.24155  -0.52
N -1.83300 -0.47653 -0.68695  -0.25
N 0.22594 0.51646 0.08266  -0.09
N 0.44339 -0.51005 0.76761  -0.20
H -0.39135 0.27297 -1.91470  0.33
H -1.28172 1.64974 -0.97383  0.37
H 0.53385 2.41934 1.12422  0.28
H 1.98800 1.51204 0.87793  0.28
H 1.30105 2.19409 -0.46987  0.28
H 0.13434 -2.59563 1.10740  0.30
H 0.04446 -2.03279 -0.67644  0.24
H 1.63731 -2.05817 0.15897  0.30
H -2.73686 -0.24796 -1.10375  0.47
H 1.02462 -0.35811 1.62816  0.46
H -1.74596 -0.68341 0.23109  0.41



# 6
The following is a quantum chemistry calculation of a 2-piece molecular cluster, C3H11N3O overall at a distorted geometry, from the Open Molecules 2025 dataset.

* total charge: -1
* max |F|: 2.80 eV/A
* ⟨S²⟩: 0.75
* gap between HOMO and LUMO (spin up / spin down): 2.88 / 9.04 eV
* LUMO energy (spin up / spin down): 0.147 / 0.140 Eh
* 2S+1: 2
* energy above the lowest of the compared OMol25 structures with the same formula, charge and spin: 23.6 kcal/mol
* DFT total energy: -360.34021 Eh

Each line ends with the natural charge from an NBO analysis.
Geometry (Å):
C -0.49013 -0.62604 -2.61148  -0.66
C -0.00837 -1.21447 -1.29254  -0.25
N -0.31047 -0.23707 -0.20946  -0.66
C 0.61669 0.05888 0.77298  0.34
N 1.77286 0.66706 0.34497  -1.11
N 0.40209 -0.35129 1.97596  -0.82
H -1.56328 -0.47496 -2.73574  0.19
H -0.23990 -1.30385 -3.44210  0.18
H 0.03002 0.31256 -2.80488  0.21
H -0.68546 -2.02327 -1.01297  0.17
H 1.04980 -1.43009 -1.33113  0.21
H -1.27386 -0.37409 0.05943  0.36
H 2.09704 1.52431 -0.10807  0.31
H 2.33031 0.73761 1.20576  0.28
H 1.09903 0.09073 2.57807  0.30
H -1.70903 1.29931 2.14940  0.47
H -1.33386 1.42198 3.57674  0.46
O -1.78349 1.92270 2.88507  -0.98



# 7
The following is a quantum chemistry calculation of C3H11N3O as an isolated structure at a distorted geometry, from the Open Molecules 2025 dataset.

* total charge: 0
* max |F|: 2.80 eV/A
* gap between HOMO and LUMO: 8.96 eV
* LUMO energy: 0.032 Eh
* energy above the lowest of the compared OMol25 structures with the same formula, charge and spin: 126.2 kcal/mol
* DFT total energy: -360.23628 Eh

Each line ends with the natural charge from an NBO analysis.
Geometry (Å):
C 2.92878 -0.19056 0.22290  -0.41
N 1.85787 0.79434 0.25099  -0.69
O 0.21002 -0.30700 0.70814  -0.58
H 1.87138 1.40147 1.05888  0.38
H 1.57188 1.12617 -0.66050  0.38
H 2.61078 -1.07101 -0.33602  0.20
H 3.12558 -0.51631 1.24368  0.20
H 3.84609 0.20285 -0.22770  0.17
C -2.05430 -0.04201 -1.37400  -0.43
N -2.18776 0.50293 -0.03071  -0.62
C -1.47739 -0.08473 1.00715  0.37
N -1.19310 -1.38525 1.13417  -0.47
H -2.14222 1.51117 -0.00099  0.38
H -1.32746 -1.88226 0.25440  0.34
H -1.53067 0.48920 1.92813  0.18
H -2.56449 0.61905 -2.07274  0.21
H -2.53963 -1.01809 -1.43354  0.20
H -1.00534 -0.14995 -1.67225  0.20



# 8
The following is a quantum chemistry calculation of a 3-piece molecular cluster, C3H11N3O overall at a distorted geometry, from the Open Molecules 2025 dataset.

* total charge: 0
* max |F|: 2.06 eV/A
* gap between HOMO and LUMO: 7.63 eV
* LUMO energy: -0.021 Eh
* energy above the lowest of the compared OMol25 structures with the same formula, charge and spin: 107.3 kcal/mol
* DFT total energy: -360.26636 Eh

Each line ends with the natural charge from an NBO analysis.
Geometry (Å):
C -2.15521 -0.35899 -0.81648  0.09
N -1.35305 -1.27630 -1.25119  -0.65
O 0.79563 -0.22853 -0.58114  -0.95
H -0.26460 0.06635 0.56021  0.27
H -1.55883 -2.23605 -0.99808  0.38
H -0.16070 -0.94247 -1.16374  0.51
H -1.93169 0.65612 -1.11329  0.21
H -3.13738 -0.58068 -0.41262  0.20
C 1.95152 0.55445 -0.47419  0.12
N 2.99538 -0.04618 0.33584  -0.85
C -1.10726 0.27549 1.39404  -0.16
N -1.51108 1.42938 1.72541  -0.61
H 3.32559 -0.89812 -0.10420  0.35
H 2.63087 -0.29485 1.24942  0.35
H -1.27494 2.13533 1.02150  0.32
H 1.69697 1.51679 -0.00624  0.13
H 2.38141 0.76414 -1.46233  0.14
H -1.32261 -0.53589 2.09709  0.14